Entry from OMol25: 2 unconnected molecules or ions with the total composition C3H10S3 at a distorted geometry (ωB97M-V/def2-TZVPD).

- Kohn-Sham gap: 9.1 eV
- DFT total energy: -35778.4158 eV
- Charge: 0
- Relative energy (zero: lowest compared OMol25 entry of this formula, charge and spin): 9.77 kcal per mole

Element x y z (Å)
C  2.7994  -1.0201  -1.6372
S  1.3230  0.0421  -2.0231
S  1.4489  1.4095  -0.5695
H  3.6257  -0.6072  -2.2073
H  2.5312  -2.0072  -2.0103
H  2.9942  -1.0240  -0.5702
H  0.2473  1.0862  -0.1571
C  -1.1977  0.2674  1.8472
C  -1.8673  -0.2850  0.5851
S  -2.1686  0.8636  -0.8298
H  -1.9237  0.8228  2.4442
H  -0.3399  0.9076  1.7030
H  -0.8262  -0.5647  2.4496
H  -1.3736  -1.1263  0.0980
H  -2.8360  -0.6684  0.9102
H  -2.4367  1.9038  -0.0328

Force components x, y, z for each atom (eV/Å):
-0.87 0.48 -0.61
0.75 -1.21 -0.81
0.65 0.98 0.37
0.21 -0.17 0.17
0.21 -0.08 0.10
-0.05 -0.05 0.01
-0.62 0.16 0.57
-0.01 -0.29 -0.06
-0.59 -0.08 -0.16
0.09 -0.10 0.75
0.01 -0.03 -0.06
0.15 0.20 -0.29
-0.19 -0.04 0.05
0.39 0.07 0.30
-0.02 -0.03 -0.19
-0.13 0.19 -0.13

---

Entry from OMol25: 2 unconnected molecules or ions with the total composition C3H10S3 at a distorted geometry (ωB97M-V/def2-TZVPD).

- Kohn-Sham gap: 8.6 eV
- DFT total energy: -35778.2548 eV
- Charge: 0
- Relative energy (zero: lowest compared OMol25 entry of this formula, charge and spin): 13.48 kcal per mole

Element x y z (Å)
C  -1.1018  -1.0680  0.0328
S  -1.9904  0.5130  0.0486
S  -2.5572  0.6498  2.0837
H  -0.5129  -1.0332  -0.8698
H  -0.4986  -1.1561  0.9326
H  -1.8142  -1.8799  0.1091
H  -1.9944  -0.5110  2.4316
C  2.4209  1.2470  -0.6857
S  2.6838  -0.5345  -0.5528
C  2.0673  -1.0711  -2.1780
H  3.1600  1.6577  -1.3610
H  1.4274  1.4435  -1.0874
H  2.4825  1.7403  0.2821
H  1.9074  -2.1476  -2.0740
H  2.8464  -0.9484  -2.9293
H  1.0948  -0.6273  -2.3260

Force components x, y, z for each atom (eV/Å):
-0.67 0.37 0.97
0.05 0.10 0.19
0.03 -0.04 -0.29
0.18 -0.41 -0.13
0.54 0.26 -0.25
-0.12 -0.25 -0.57
0.00 -0.04 0.09
-0.18 -0.07 -0.37
-0.14 -0.09 0.25
0.59 -0.70 0.99
0.14 0.28 -0.07
-0.06 -0.01 0.02
0.15 -0.25 0.07
0.01 0.05 0.00
-0.50 0.43 -0.27
-0.01 0.36 -0.65

---

Entry from OMol25: 2 unconnected molecules or ions with the total composition C3H10S3 at a distorted geometry (ωB97M-V/def2-TZVPD).

- Kohn-Sham gap: 9.2 eV
- DFT total energy: -35776.9279 eV
- Charge: 0
- Relative energy (zero: lowest compared OMol25 entry of this formula, charge and spin): 44.08 kcal per mole

Element x y z (Å)
C  -0.0136  1.3168  2.4629
S  0.9815  2.1370  1.0983
S  -0.3794  3.0825  0.0345
H  0.3353  0.3038  2.4828
H  -1.1019  1.2840  2.6086
H  0.4223  2.0106  3.2525
H  -0.9707  2.1130  -0.6695
C  0.7277  -0.2579  -0.7658
S  -0.6675  -0.5824  -1.7073
C  -0.5639  -2.4605  -1.6761
H  1.5981  -0.8416  -1.2686
H  0.6131  -0.5273  0.2824
H  0.7749  0.8881  -1.0643
H  -1.2085  -2.7730  -2.5164
H  0.3972  -3.0727  -1.8626
H  -0.9447  -2.6205  -0.6915

Force components x, y, z for each atom (eV/Å):
1.51 1.94 1.15
-0.55 -0.62 1.09
-0.86 1.41 -0.66
0.43 -0.45 0.45
0.27 0.61 -1.06
-0.79 -1.74 -0.11
0.04 -0.46 -0.20
2.31 1.45 -1.88
-1.06 -2.38 -1.56
0.29 0.26 -1.40
-1.12 1.30 1.16
0.25 0.42 -0.02
0.83 -2.41 1.39
-0.22 -0.09 0.85
-0.93 1.81 0.43
-0.40 -1.05 0.36

---

Entry from OMol25: a molecular structure, C3H11BF4N6O6P2V (ωB97M-V/def2-TZVPD).

- Kohn-Sham gap (alpha / beta): 8.2 / 10.5 eV
- DFT total energy: -80339.4502 eV
- Spin multiplicity: 4
- Charge: 0
- Relative energy (zero: lowest compared OMol25 entry of this formula, charge and spin): 9.58 kcal per mole

Element x y z (Å)
V  0.1008  0.1906  0.1444
N  -0.2725  2.7955  2.7866
C  -1.6691  2.2731  2.4178
C  -2.6937  3.0150  3.2714
P  -1.5781  0.4795  2.9161
O  -0.9789  0.7904  4.4033
O  -2.8822  -0.1837  3.0080
O  -0.4199  -0.0673  2.1076
P  -1.8509  2.7698  0.6303
O  -1.3447  4.3038  0.8734
O  -3.2496  2.7733  0.1619
O  -0.7266  2.0765  -0.1070
H  -0.1199  2.6339  3.7850
H  -0.2132  3.7891  2.5512
H  0.4551  2.2918  2.2708
H  -2.4625  2.9167  4.3332
H  -3.6673  2.5613  3.0971
H  -2.7510  4.0695  3.0024
H  -1.2707  0.1404  5.0511
H  -1.7713  4.9276  0.2774
F  1.7578  -1.2868  0.1525
B  2.4543  -0.1343  -0.3524
F  1.6672  0.2500  -1.4884
F  2.1268  0.8903  0.6283
F  3.7601  -0.2985  -0.5745
N  -4.9815  0.0311  -0.1899
N  -3.7379  -0.4973  -0.5217
N  -3.5323  -1.4621  -1.3973
C  -2.2104  -1.5677  -1.3481
N  -1.6755  -0.6646  -0.5160
N  -2.6881  -0.0112  0.0189
H  -5.5948  -0.1922  -0.9661
H  -4.8277  1.0394  -0.1150
H  -1.6398  -2.2644  -1.9359

Force components x, y, z for each atom (eV/Å):
0.47 0.26 0.17
-0.09 0.08 0.09
0.03 0.24 0.18
0.00 -0.06 -0.02
-0.05 0.11 -0.22
0.21 -0.03 0.02
-0.06 -0.02 -0.02
-0.05 0.16 -0.04
-0.04 -0.21 0.09
0.15 0.05 -0.06
-0.04 -0.03 -0.03
-0.02 -0.13 0.22
0.02 0.00 0.00
0.01 0.01 0.00
-0.05 -0.08 -0.08
-0.01 -0.01 0.00
0.00 0.00 -0.01
0.01 0.01 0.01
-0.10 0.00 0.00
-0.10 0.00 0.00
0.08 0.00 -0.04
-0.18 0.03 0.03
0.05 -0.02 0.02
0.09 -0.03 -0.05
0.05 0.00 -0.01
0.27 -0.22 -0.24
-0.33 0.28 -0.05
-0.03 -0.07 0.23
0.01 0.19 -0.20
-0.59 -0.57 -0.15
0.35 0.01 0.11
-0.03 0.07 0.02
-0.04 -0.01 0.05
-0.02 -0.01 0.00

---

Entry from OMol25: 2 unconnected molecules or ions with the total composition C3H11BNO2 at a distorted geometry (ωB97M-V/def2-TZVPD).

- Kohn-Sham gap: 11.2 eV
- DFT total energy: -9545.1143 eV
- Charge: +1
- Relative energy (zero: lowest compared OMol25 entry of this formula, charge and spin): 53.61 kcal per mole

Element x y z (Å)
B  1.2881  -1.2143  -0.2731
C  0.1959  0.1752  1.7768
C  -1.0412  1.2855  -0.7430
C  0.1389  -0.8356  0.6907
N  -1.2667  -0.0872  -0.6759
O  2.3371  -1.6114  0.4696
O  1.3168  -1.1107  -1.5981
H  -0.6790  0.1398  2.4850
H  0.2107  1.1241  1.3244
H  1.2019  -0.0932  2.1922
H  -1.1514  1.9900  0.1073
H  -0.0900  1.4133  -1.1076
H  -1.5431  1.8216  -1.5229
H  -0.6006  -1.6814  0.8451
H  -2.2112  -0.3372  -0.3643
H  -0.8958  -0.6328  -1.4774
H  2.8701  -2.3132  0.0784
H  2.2466  -1.4204  -1.8292

Force components x, y, z for each atom (eV/Å):
0.56 0.53 1.07
-0.13 -1.98 0.56
-0.50 3.15 -0.49
-4.72 -0.09 -1.18
0.85 -2.70 1.98
0.59 -0.91 0.48
1.36 -0.72 -1.17
1.24 -0.22 -0.54
0.58 1.42 -0.28
-0.82 0.71 0.41
-0.21 -1.34 0.18
2.78 0.33 -0.40
-1.24 -0.14 -0.62
1.28 0.69 0.22
0.52 -0.26 -0.43
-0.85 0.70 0.49
0.42 0.13 0.17
-1.69 0.70 -0.44

---

Entry from OMol25: 2 unconnected molecules or ions with the total composition C3H11N2 at a distorted geometry (ωB97M-V/def2-TZVPD).

- Kohn-Sham gap (alpha / beta): 3.3 / 7.2 eV
- DFT total energy: -6264.0025 eV
- Spin multiplicity: 2
- Charge: 0
- Relative energy (zero: lowest compared OMol25 entry of this formula, charge and spin): 84.82 kcal per mole

Element x y z (Å)
C  2.0254  -1.6475  0.4443
N  1.1877  -1.3481  -0.5118
H  2.9087  -1.0770  0.6508
H  1.8318  -2.5776  0.9249
H  0.0611  -0.0030  0.2513
H  1.7229  -0.7380  -1.1845
C  -0.5458  2.0720  0.5322
N  -0.7561  0.6192  0.3094
C  -1.6531  0.0052  -0.7584
H  -0.1021  2.3087  -0.4395
H  -1.6346  2.4777  0.5521
H  0.0301  2.1834  1.3754
H  -1.2967  0.2526  1.1581
H  -1.0633  -0.3944  -1.5627
H  -2.0415  0.7438  -1.3215
H  -2.3968  -0.6525  -0.2960

Force components x, y, z for each atom (eV/Å):
1.01 -0.61 2.23
-1.79 2.43 -3.38
0.72 -0.02 0.15
0.26 -0.56 0.91
1.97 -0.92 -0.40
-0.83 -0.36 0.45
-3.69 -1.03 -4.10
-3.27 -2.66 2.76
1.37 -0.35 0.74
0.35 1.08 0.61
2.16 -0.08 0.33
1.27 0.62 1.76
1.57 0.69 -1.02
0.79 -1.37 0.53
-2.36 3.02 -1.15
0.47 0.13 -0.43

---

> Which of these has the lowest DFT total energy?

C3H11BF4N6O6P2V